A gas-phase ion, C4H13N2O (charge +1). Source: the OMol25 dataset; level of theory: wB97M-V/def2-TZVPD.

Geometry as XYZ:
```
20
Properties=species:S:1:pos:R:3:forces:R:3:lowdin_charge:R:1
N -1.295 1.232 0.304 0.72 0.27 0.95 0.174
C -0.269 1.753 -0.634 0.42 0.92 -0.59 -0.122
C 0.197 0.633 -1.584 -1.06 -0.99 0.50 -0.167
N 0.005 -0.633 -0.869 0.74 1.20 0.51 -0.101
C 1.110 -1.013 0.023 0.02 -0.99 -0.98 -0.183
C 0.503 -1.775 1.191 0.08 1.19 0.10 -0.184
O -0.353 -0.854 1.900 0.05 0.11 0.70 -0.105
H -1.016 0.242 0.496 -0.14 -0.07 0.05 0.104
H -2.215 1.222 -0.069 -1.03 -0.03 -0.70 0.155
H -1.356 1.726 1.201 0.27 -0.01 -0.36 0.177
H -0.680 2.573 -1.223 -0.05 0.03 0.21 0.130
H 0.564 2.165 -0.058 -0.22 -0.22 0.11 0.132
H -0.446 0.584 -2.466 0.11 0.23 0.03 0.129
H 1.218 0.800 -1.910 0.20 0.15 -0.04 0.125
H -0.330 -1.349 -1.456 -0.12 -0.97 -0.68 0.114
H 1.834 -1.657 -0.496 -0.10 -0.07 0.08 0.132
H 1.657 -0.110 0.219 0.19 0.40 0.83 0.116
H 1.240 -2.201 1.884 -0.26 -0.21 -0.46 0.136
H -0.162 -2.472 0.684 0.18 -0.72 0.56 0.121
H -0.207 -0.866 2.865 0.00 -0.22 -0.81 0.116
```
Positions in Å, forces in eV/Å.

The calculation puts the frontier orbital gap at 10.458 eV. The energy above the lowest of the compared OMol25 structures with the same formula, charge and spin comes out at 39.1 kcal per mole. As for the charge: +1. The HOMO energy is -0.494 Eh. The calculation puts the molecular weight at 105.2 g/mol. The electronic energy comes out at -9379.8865 eV. Its SMILES is [NH3+]CCNCCO.